This record from the Open Molecules 2025 dataset describes a molecular structure, C27H24N2OPS2SiZn. The level of theory is ωB97M-V/def2-TZVPD.

## Properties
Total energy (Ha): -4434.74693
Net charge: -1

```
59
Properties=species:S:1:pos:R:3:forces:R:3:nbo_charge:R:1
Zn -0.207874 0.812145 0.870900 0.0 0.2 0.2 1.492
S 0.305510 0.645682 3.125760 0.0 0.1 0.0 -0.444
C 0.551053 2.353474 3.401834 0.1 -0.1 0.5 -0.285
C 0.960491 2.700748 4.747584 -0.1 -0.1 -0.4 0.287
N 1.299867 2.945737 5.820197 0.0 0.0 0.0 -0.366
C 0.397387 3.347671 2.492352 0.1 0.5 -0.1 -0.293
S -0.086976 3.151400 0.823453 0.0 0.0 0.1 -0.464
C 0.654536 4.715252 2.893809 -0.1 -0.4 -0.1 0.288
N 0.853003 5.815166 3.171849 0.0 0.0 0.0 -0.371
O 1.592347 0.192989 -0.046542 0.1 -0.1 -0.3 -1.155
P 2.223771 0.153201 -1.403499 -0.2 -0.1 0.2 1.967
C 4.003703 -0.033727 -1.248319 0.1 0.0 0.1 -0.348
C 4.485543 -0.706997 -0.126460 0.0 0.0 0.0 -0.194
C 5.849880 -0.896417 0.031270 0.0 0.0 0.0 -0.199
C 6.733261 -0.414917 -0.926477 0.0 0.0 0.0 -0.199
C 6.257338 0.263990 -2.040184 0.0 0.0 0.0 -0.223
C 4.892103 0.459481 -2.200019 0.0 0.0 0.0 -0.203
C 1.956154 1.621260 -2.393756 -0.1 0.1 -0.1 -0.479
C 2.160858 2.857213 -1.779081 0.0 0.0 0.0 -0.144
C 1.948242 4.025781 -2.492345 0.0 0.0 0.0 -0.205
C 1.543902 3.963827 -3.819286 0.0 0.0 0.0 -0.187
C 1.340927 2.736798 -4.435995 0.0 0.0 0.0 -0.245
C 1.539322 1.562550 -3.722131 0.0 0.1 0.0 -0.121
C 1.633962 -1.236483 -2.383093 -0.1 -0.1 0.0 -0.451
C 2.462153 -1.971053 -3.228314 0.0 0.0 0.0 -0.196
C 1.941802 -3.027070 -3.964656 0.0 0.0 0.0 -0.214
C 0.596457 -3.350754 -3.853374 0.0 0.0 0.0 -0.199
C -0.230762 -2.624157 -3.006632 0.0 0.0 0.0 -0.225
C 0.282280 -1.568099 -2.268138 0.1 0.0 0.0 -0.109
H 3.786874 -1.052469 0.625874 0.0 0.0 0.0 0.247
H 6.224565 -1.409698 0.907425 0.0 0.0 0.0 0.216
H 7.798912 -0.557809 -0.797706 0.0 0.0 0.0 0.211
H 6.948765 0.652018 -2.777221 0.0 0.0 0.0 0.212
H 4.517814 1.005312 -3.058261 0.0 0.0 0.0 0.224
H 2.443983 2.904930 -0.735108 0.0 0.0 0.0 0.252
H 2.070029 4.981136 -1.999471 0.0 0.0 0.0 0.226
H 1.369276 4.878955 -4.371657 0.0 0.0 0.0 0.211
H 1.014655 2.693064 -5.467074 0.0 0.0 0.0 0.210
H 1.360066 0.604627 -4.193833 0.0 0.0 0.0 0.213
H 3.513996 -1.723121 -3.308299 0.0 0.0 0.0 0.220
H 2.587343 -3.600216 -4.618118 0.0 0.0 0.0 0.209
H 0.192787 -4.178680 -4.423519 0.0 0.0 0.0 0.209
H -1.278330 -2.879857 -2.910725 0.0 0.0 0.0 0.223
H -0.366583 -1.016512 -1.595529 0.0 0.0 0.0 0.256
C -5.560879 1.084474 -0.658575 -0.1 0.2 0.0 -1.104
Si -4.705104 -0.560563 -0.479492 0.0 0.0 0.0 1.613
C -4.997398 -1.557187 -2.032130 0.0 -0.1 -0.2 -1.102
C -5.444504 -1.474286 0.966301 -0.1 -0.1 0.2 -1.104
C -2.940240 -0.298021 -0.205558 0.4 -0.1 -0.1 -0.674
C -1.761062 -0.073520 0.025741 -0.2 0.2 0.1 -0.566
H -6.633629 0.952905 -0.830666 0.0 0.0 0.0 0.220
H -5.142157 1.651139 -1.493783 0.0 0.0 0.0 0.238
H -5.424915 1.682702 0.245659 0.0 0.0 0.0 0.244
H -6.069434 -1.732721 -2.168378 0.1 0.0 0.0 0.222
H -4.494772 -2.526574 -1.985218 0.0 0.0 0.0 0.231
H -4.623726 -1.024761 -2.910747 0.0 0.0 0.0 0.233
H -6.507519 -1.674447 0.800309 0.0 0.0 0.0 0.220
H -5.343075 -0.878311 1.876578 0.0 0.0 0.0 0.242
H -4.934450 -2.425626 1.134270 0.0 0.0 0.0 0.236
```
Forces are in eV/Å.

***

This record from the Open Molecules 2025 dataset describes 2 unconnected molecules or ions with the total composition C4H6N4S. The level of theory is ωB97M-V/def2-TZVPD.

## Properties
Total energy (Ha): -773.18224
SMILES: Cn1cn[nH]c1=S.C#N

```
15
Properties=species:S:1:pos:R:3:forces:R:3:nbo_charge:R:1
C -0.382469 -0.202007 -1.781425 0.1 -0.3 0.1 0.176
C -0.326341 0.008681 0.410351 -0.2 0.0 0.2 0.192
C 1.849255 -2.001268 2.410835 0.2 -0.5 -0.2 0.016
C -0.776136 2.104235 -0.857684 -0.1 0.4 0.2 -0.405
N -0.153460 -1.394286 -1.345901 0.0 -0.5 -0.7 -0.268
N -0.139869 -1.277611 0.003457 0.0 0.7 -0.1 -0.396
N 1.587334 -0.956732 2.788564 0.8 0.1 0.8 -0.278
N -0.501789 0.700618 -0.771447 0.3 -0.7 0.3 -0.385
S -0.343702 0.604283 1.933626 -1.0 0.9 0.0 -0.173
H -0.466715 0.049918 -2.817792 0.0 0.1 -0.3 0.211
H 2.094772 -2.964232 2.048587 0.1 -0.3 -0.1 0.227
H 0.095630 -2.058476 0.594576 -0.2 0.2 -0.1 0.419
H -0.706737 2.421537 -1.895712 0.0 0.0 0.0 0.209
H -1.775501 2.315317 -0.471601 0.1 0.0 0.0 0.221
H -0.054271 2.650025 -0.248434 -0.1 0.0 -0.1 0.235
```
Forces are in eV/Å.

***

Look up the total energy of the first one. -4434.74693 Ha

***

What is the total energy in the second record? -773.18224 Ha